Record 1
{
  "formula": "C32H98N22O14",
  "method": "the ωB97M-V functional and the def2-TZVPD basis",
  "total_charge": 0,
  "e_above_lowest_kcal_mol": 26.6,
  "homo_energy_ev": -9.021,
  "fmax_ha_per_bohr": 0.055,
  "orbital_gap_ev": 9.3,
  "spin_multiplicity": 1,
  "elements": ["C", "O", "N", "N", "H", "H", "H", "H", "C", "O", "N", "N", "H", "H", "H", "H", "C", "O", "N", "N", "H", "H", "H", "H", "C", "O", "N", "N", "H", "H", "H", "H", "C", "O", "N", "N", "H", "H", "H", "H", "C", "O", "N", "N", "H", "H", "H", "H", "C", "O", "N", "N", "H", "H", "H", "H", "C", "O", "N", "N", "H", "H", "H", "H", "C", "C", "C", "O", "C", "N", "H", "H", "H", "H", "H", "H", "H", "H", "H", "H", "H", "C", "C", "C", "O", "C", "N", "H", "H", "H", "H", "H", "H", "H", "H", "H", "H", "H", "C", "C", "C", "O", "C", "N", "H", "H", "H", "H", "H", "H", "H", "H", "H", "H", "H", "C", "C", "C", "O", "C", "N", "H", "H", "H", "H", "H", "H", "H", "H", "H", "H", "H", "C", "C", "C", "O", "C", "N", "H", "H", "H", "H", "H", "H", "H", "H", "H", "H", "H", "C", "C", "C", "O", "C", "N", "H", "H", "H", "H", "H", "H", "H", "H", "H", "H", "H"],
  "positions_angstrom": [[1.0831, 4.2589, 1.8479], [1.3820, 3.2805, 2.5462], [0.3879, 4.0866, 0.7033], [1.4893, 5.5319, 2.0746], [0.0844, 4.8371, 0.1098], [-0.1246, 3.2181, 0.5877], [1.5035, 6.1647, 1.2988], [2.0548, 5.6472, 2.8982], [2.0954, 1.7385, 6.0134], [0.9125, 1.7092, 6.3410], [2.5702, 1.9984, 4.7722], [3.0490, 1.1827, 6.8767], [3.5685, 1.9189, 4.7805], [2.0199, 2.5117, 4.0865], [2.6148, 0.5271, 7.5030], [3.9730, 1.0552, 6.5108], [5.1462, -0.1951, 1.6373], [6.3401, -0.4565, 1.7276], [4.3862, -0.4707, 0.5491], [4.4069, 0.3288, 2.6553], [3.4026, -0.2877, 0.4154], [4.7840, -0.8677, -0.2865], [4.8210, 0.2480, 3.5664], [3.4751, 0.6777, 2.5237], [-0.1584, 0.7027, 0.0678], [-0.9453, 1.6215, -0.2235], [-0.2395, -0.5565, -0.4270], [0.7547, 0.7749, 1.0952], [0.2286, -1.3105, 0.0714], [-0.9834, -0.6640, -1.0981], [0.8980, -0.0725, 1.6246], [0.6240, 1.6120, 1.6502], [-2.6853, -2.8934, -4.1164], [-3.4139, -3.8805, -3.9330], [-2.4237, -2.0411, -3.1167], [-2.2293, -2.5837, -5.3600], [-1.8372, -1.2265, -3.2806], [-2.9552, -2.2144, -2.2817], [-1.5997, -1.8063, -5.4564], [-2.5175, -3.1390, -6.1412], [2.5032, -1.5162, -2.9435], [2.9459, -0.7528, -2.0978], [1.2292, -1.9662, -3.0141], [3.2646, -1.9668, -4.0175], [1.0172, -2.8150, -3.5056], [0.4059, -1.5520, -2.6151], [2.9286, -2.7002, -4.6105], [4.2424, -1.7534, -3.9105], [-2.5838, -3.4619, 0.4062], [-1.4816, -3.7829, 0.8624], [-2.9701, -2.1788, 0.2823], [-3.4741, -4.4270, 0.0526], [-2.2352, -1.5377, 0.5329], [-3.8817, -1.8846, -0.0041], [-3.1387, -5.3644, 0.1697], [-4.3133, -4.2170, -0.4572], [1.9242, -3.0955, 1.5394], [1.4596, -2.0671, 1.0270], [3.2539, -3.2736, 1.7066], [1.1914, -4.1487, 1.9482], [3.9868, -2.6503, 1.4105], [3.5520, -4.0455, 2.2721], [0.2392, -4.2109, 1.6042], [1.6352, -4.9496, 2.3485], [-0.4105, -0.7724, 4.3015], [-0.1961, -1.5946, 5.5582], [1.1717, -2.2826, 5.6998], [1.1137, -3.3712, 6.6233], [0.3848, -4.4884, 6.1411], [-0.6195, -0.8680, 6.7714], [-1.4381, -0.8698, 3.9497], [0.2489, -1.1117, 3.4978], [-0.2228, 0.2981, 4.4176], [-0.9092, -2.3935, 5.3311], [1.9762, -1.6463, 6.0760], [1.5174, -2.6048, 4.7098], [-0.6651, -4.2502, 5.9634], [0.3769, -5.3079, 6.8578], [0.8394, -4.8526, 5.2158], [0.2573, -0.3785, 6.9523], [-0.5970, -1.6190, 7.4639], [5.2138, 3.8347, -4.3137], [5.7073, 2.6920, -3.4120], [4.5556, 1.8850, -2.7655], [3.6421, 2.8181, -2.2125], [2.3996, 2.2678, -1.7633], [6.5870, 1.8520, -4.2228], [4.4987, 4.4200, -3.7393], [4.7333, 3.3625, -5.1734], [6.0276, 4.4390, -4.7080], [6.4138, 3.1208, -2.6958], [4.8648, 1.1610, -2.0065], [4.0644, 1.3392, -3.5815], [2.5724, 1.9286, -0.7426], [1.8466, 1.5825, -2.4040], [1.7983, 3.1820, -1.8048], [6.8970, 1.0593, -3.6691], [6.0695, 1.4708, -5.0103], [-5.3402, 5.6228, 3.2699], [-4.7680, 6.0265, 1.8693], [-4.1668, 4.8805, 1.0647], [-3.4461, 5.5015, -0.0005], [-2.8612, 4.6929, -1.0114], [-5.6802, 6.7809, 1.0688], [-5.5644, 6.5165, 3.8400], [-4.7367, 4.8872, 3.8013], [-6.1946, 4.9810, 3.0230], [-3.9160, 6.5970, 2.2530], [-4.9352, 4.2891, 0.5524], [-3.3698, 4.3599, 1.6103], [-3.0658, 3.6376, -0.8349], [-1.8094, 4.9668, -1.0118], [-3.3243, 4.8847, -1.9830], [-5.2457, 7.0980, 0.2120], [-6.4925, 6.2423, 0.7910], [-6.0933, -0.1823, 0.1560], [-5.0355, 0.8300, 0.6209], [-4.5761, 0.6010, 2.0663], [-5.5456, 0.7817, 3.0710], [-5.9019, 2.1431, 3.2631], [-3.9034, 0.5855, -0.2716], [-6.2812, -0.1078, -0.9168], [-6.9974, -0.1122, 0.7607], [-5.7060, -1.2003, 0.2321], [-5.4462, 1.8335, 0.4764], [-3.6629, 1.1922, 2.2267], [-4.2132, -0.4243, 2.1743], [-6.8523, 2.2333, 3.7964], [-6.1655, 2.7478, 2.3920], [-5.1436, 2.6208, 3.8862], [-4.1798, 0.9222, -1.1861], [-3.0311, 1.0357, -0.0070], [0.4490, -4.7015, -1.4865], [1.5007, -5.3118, -2.3882], [2.8351, -5.7478, -1.7769], [2.6488, -6.9862, -1.1108], [3.8564, -7.7038, -0.9379], [0.9043, -6.4361, -3.1635], [0.9750, -3.8487, -1.0440], [0.2148, -5.4069, -0.6870], [-0.4559, -4.3271, -1.9621], [1.6549, -4.6033, -3.2078], [3.1370, -5.0239, -1.0110], [3.5904, -5.7195, -2.5656], [3.7210, -8.7602, -0.7046], [4.4571, -7.2755, -0.1319], [4.4203, -7.7271, -1.8749], [0.0058, -6.6209, -2.7153], [1.3028, -7.3252, -2.8554], [-2.7996, 1.4240, -4.5525], [-1.3341, 1.0203, -4.7176], [-0.4434, 2.2051, -5.1943], [0.8772, 1.7665, -5.2541], [1.7684, 2.7232, -5.8046], [-0.8563, 0.5185, -3.4400], [-2.9310, 2.1607, -3.7578], [-3.4717, 0.5997, -4.3217], [-3.0523, 1.9514, -5.4760], [-1.2129, 0.4331, -5.6343], [-0.5271, 3.0661, -4.5133], [-0.8074, 2.5498, -6.1712], [2.6730, 2.1960, -6.0871], [1.8675, 3.5046, -5.0446], [1.3013, 3.2001, -6.6734], [0.1446, 0.7188, -3.4670], [-1.1246, 1.0720, -2.6265]]
}

***

Record 2
{
  "formula": "C4H7NO2",
  "method": "the ωB97M-V functional and the def2-TZVPD basis",
  "total_charge": 0,
  "e_above_lowest_kcal_mol": 31.7,
  "homo_energy_ev": -9.921,
  "fmax_ha_per_bohr": 0.008,
  "orbital_gap_ev": 10.7,
  "spin_multiplicity": 1,
  "elements": ["N", "C", "O", "C", "C", "C", "O", "H", "H", "H", "H", "H", "H", "H"],
  "positions_angstrom": [[1.1485, -1.9556, 0.1457], [1.2308, -0.5971, 0.2126], [2.1740, 0.0281, -0.2389], [0.0462, 0.0891, 0.8733], [-0.4539, 1.2290, 0.0157], [-1.3675, 0.9895, -1.0984], [-1.8367, 1.5257, 0.1330], [1.9294, -2.4663, -0.2365], [0.4056, -2.4692, 0.5892], [0.3765, 0.4804, 1.8424], [-0.7826, -0.6019, 1.0603], [0.1984, 2.0990, -0.0345], [-1.6822, -0.0309, -1.3232], [-1.3865, 1.6802, -1.9406]]
}

***

Record 3
{
  "formula": "CH7ISi2",
  "method": "the ωB97M-V functional and the def2-TZVPD basis",
  "total_charge": 0,
  "e_above_lowest_kcal_mol": 69.1,
  "homo_energy_ev": [-8.809, -7.896],
  "fmax_ha_per_bohr": 0.073,
  "orbital_gap_ev": [7.1, 5.2],
  "spin_multiplicity": 1,
  "elements": ["C", "Si", "Si", "I", "H", "H", "H", "H", "H", "H", "H"],
  "positions_angstrom": [[0.3179, -0.1592, 0.1229], [0.1058, 1.6509, 0.7203], [-1.0216, -1.0955, -0.8577], [2.0674, -3.5365, -1.0090], [1.1336, -0.1879, -0.5987], [0.6381, -0.7671, 1.0121], [-1.2910, 1.7077, 1.0831], [0.6928, 1.8593, 2.0069], [0.4391, 2.5244, -0.4076], [-1.2308, 0.1075, -1.8287], [-1.8513, -2.1035, -0.2437]]
}

***

Record 4
{
  "formula": "C28H43CsF2N4O2PTe",
  "method": "the ωB97M-V functional and the def2-TZVPD basis",
  "total_charge": 0,
  "e_above_lowest_kcal_mol": 72.3,
  "homo_energy_ev": [-5.720, -6.828],
  "s2": 0.7675,
  "fmax_ha_per_bohr": 0.043,
  "orbital_gap_ev": [4.9, 6.0],
  "spin_multiplicity": 2,
  "elements": ["Cs", "C", "O", "H", "H", "H", "H", "F", "C", "F", "H", "C", "N", "C", "N", "C", "N", "C", "P", "C", "C", "H", "H", "H", "H", "H", "H", "H", "H", "H", "H", "H", "H", "H", "C", "C", "O", "N", "Te", "C", "C", "C", "C", "C", "C", "C", "C", "C", "C", "C", "C", "C", "C", "C", "C", "C", "C", "H", "H", "H", "H", "H", "H", "H", "H", "H", "H", "H", "H", "H", "H", "H", "H", "H", "H", "H", "H", "H", "H", "H", "H", "H"],
  "positions_angstrom": [[1.0317, -0.6525, -2.8781], [4.9901, -0.3162, -3.5325], [4.7981, -0.8392, -2.2253], [6.0478, -0.2713, -3.8039], [4.5475, 0.6772, -3.6432], [4.4890, -0.9952, -4.2214], [5.0779, -0.1879, -1.5756], [1.4788, -3.1206, -2.5795], [0.3084, -3.6251, -3.4643], [0.2103, -2.5354, -4.4173], [0.9097, -4.3368, -4.0549], [1.4835, -5.7777, 1.8849], [1.6670, -5.7227, 0.3631], [0.3259, -6.1084, -0.3055], [-0.7306, -5.3082, 0.1813], [-0.8248, -5.3857, 1.6322], [0.4052, -4.9562, 2.3028], [0.6759, -3.5111, 2.0876], [0.8826, -3.0461, 0.3099], [2.1224, -4.3494, -0.0706], [-0.6209, -3.9197, -0.3023], [2.4306, -5.4597, 2.3196], [1.2902, -6.8264, 2.1170], [2.3664, -6.4100, 0.0860], [0.1830, -7.1628, -0.0611], [0.4674, -5.9699, -1.3773], [-1.0338, -6.4190, 1.9196], [-1.6462, -4.7538, 1.9645], [1.5612, -3.2327, 2.6634], [-0.1570, -2.9438, 2.5069], [3.0608, -4.1441, 0.4473], [2.3026, -4.3741, -1.1435], [-0.6226, -3.8999, -1.4039], [-1.4949, -3.3629, 0.0361], [1.4375, 2.9314, -4.4401], [1.2019, 3.0839, -2.9196], [1.2927, 4.2150, -2.4324], [0.9291, 1.8914, -2.3752], [0.6932, 1.9123, -0.1450], [0.2481, 2.8161, 1.7910], [-0.5430, 2.1739, 2.7471], [-1.1865, 0.8336, 2.5298], [-0.7563, 2.8002, 3.9771], [-0.1980, 4.0305, 4.2824], [-0.4568, 4.6901, 5.6086], [0.6034, 4.6361, 3.3254], [0.8427, 4.0539, 2.0825], [1.7426, 4.7878, 1.1218], [-1.4092, 1.8666, -0.5509], [-2.0422, 0.6515, -0.8083], [-1.3269, -0.6672, -0.6877], [-3.3970, 0.6292, -1.1447], [-4.1377, 1.7944, -1.2277], [-5.5951, 1.7828, -1.5959], [-3.4841, 2.9961, -0.9744], [-2.1346, 3.0634, -0.6481], [-1.5111, 4.4153, -0.4421], [1.2863, 3.8972, -4.9201], [0.7745, 2.1907, -4.8913], [2.4654, 2.6138, -4.6336], [-0.5259, 0.1564, 1.9824], [-2.1053, 0.9165, 1.9444], [-1.4336, 0.3767, 3.4895], [-1.3748, 2.2994, 4.7166], [-0.9791, 4.0171, 6.2890], [-1.0720, 5.5857, 5.4975], [0.4722, 4.9984, 6.0917], [1.0585, 5.5987, 3.5408], [1.7305, 5.8559, 1.3439], [1.4693, 4.6501, 0.0745], [2.7789, 4.4499, 1.2172], [-0.2630, -0.5287, -0.8177], [-1.6887, -1.3869, -1.4292], [-1.4786, -1.0852, 0.3124], [-3.8703, -0.3269, -1.3487], [-5.9570, 0.7668, -1.7557], [-5.7764, 2.3493, -2.5112], [-6.2066, 2.2349, -0.8125], [-4.0365, 3.9278, -1.0494], [-2.2004, 5.1925, -0.7734], [-0.5794, 4.5181, -1.0037], [-1.2839, 4.5906, 0.6112]]
}

***

Record 5
{
  "formula": "C14H15CdF6N4O10S2",
  "method": "the ωB97M-V functional and the def2-TZVPD basis",
  "total_charge": -1,
  "e_above_lowest_kcal_mol": 31.4,
  "homo_energy_ev": -5.889,
  "fmax_ha_per_bohr": 0.022,
  "orbital_gap_ev": 7.9,
  "spin_multiplicity": 1,
  "elements": ["Cd", "O", "C", "C", "N", "C", "C", "O", "O", "C", "C", "O", "O", "H", "H", "H", "H", "H", "H", "H", "H", "H", "F", "C", "F", "F", "S", "O", "O", "N", "S", "O", "O", "C", "F", "F", "F", "N", "C", "O", "C", "C", "C", "C", "N", "C", "H", "H", "H", "H", "H", "H"],
  "positions_angstrom": [[-0.2840, -0.1651, 0.0720], [-1.5443, -0.9558, -2.0367], [-2.5514, -1.8304, -1.5365], [-3.4103, -1.1230, -0.5106], [-2.6307, -0.7310, 0.6757], [-3.0506, 0.5913, 1.1575], [-2.7314, 1.6988, 0.1395], [-3.5244, 2.6214, 0.0120], [-1.6455, 1.5512, -0.5438], [-2.7850, -1.7592, 1.7252], [-1.7941, -1.5386, 2.8950], [-2.2478, -1.3615, 4.0244], [-0.5860, -1.6875, 2.5424], [-1.9151, -0.0615, -2.0852], [-2.0305, -2.6850, -1.1005], [-3.1839, -2.1915, -2.3559], [-4.2499, -1.7680, -0.2234], [-3.8508, -0.2331, -0.9727], [-2.5147, 0.8042, 2.0866], [-4.1237, 0.6181, 1.3765], [-2.5654, -2.7248, 1.2640], [-3.8184, -1.7625, 2.0954], [4.1441, 0.5070, 2.7402], [2.9925, 1.0646, 2.3708], [3.0994, 1.4569, 1.0942], [2.7959, 2.1527, 3.1240], [1.5589, -0.0855, 2.5924], [0.4986, 0.7500, 2.0394], [1.5590, -0.4249, 3.9687], [2.1405, -1.1699, 1.6093], [1.7462, -2.4501, 0.8073], [2.9401, -2.9069, 0.1547], [0.6002, -2.3199, -0.0829], [1.3240, -3.8351, 2.0056], [1.5512, -3.4586, 3.2478], [0.0870, -4.2715, 1.8775], [2.1341, -4.8638, 1.7248], [0.4664, 4.5765, -2.6435], [1.5460, 3.9678, -3.1872], [2.2402, 4.5006, -4.0358], [1.8497, 2.5800, -2.7014], [3.0614, 1.9942, -3.0491], [3.3448, 0.7150, -2.6063], [2.4103, 0.0534, -1.8236], [1.2460, 0.6131, -1.4984], [0.9681, 1.8463, -1.9257], [0.2280, 5.4903, -2.9862], [-0.1145, 4.1555, -1.9400], [3.7535, 2.5572, -3.6612], [4.2792, 0.2287, -2.8478], [2.5935, -0.9444, -1.4423], [-0.0064, 2.2145, -1.6266]]
}

***

Record 6
{
  "formula": "C4H2F2",
  "method": "the ωB97M-V functional and the def2-TZVPD basis",
  "total_charge": 0,
  "e_above_lowest_kcal_mol": 116.0,
  "homo_energy_ev": -9.358,
  "fmax_ha_per_bohr": 0.079,
  "orbital_gap_ev": 8.7,
  "spin_multiplicity": 1,
  "elements": ["C", "C", "C", "C", "F", "F", "H", "H"],
  "positions_angstrom": [[1.4566, 0.0604, 2.3258], [1.0215, -0.3941, 1.2402], [-0.0382, -1.3727, 0.4280], [1.0721, -1.0001, -0.1091], [2.2750, 1.3941, -1.3306], [2.0099, -1.0271, -0.9376], [-1.0321, -1.8593, 0.5396], [2.8043, 1.5390, -0.5202]]
}

***

Values of molar mass, in order: 1015.3 101.1 202.1 797.2 689.8 88.1, all in g/mol.